[1]
The following is a quantum chemistry calculation of a cluster of 3 separate species, C4H15N2O3 in total, from the Open Molecules 2025 dataset.

relative energy (zero: lowest compared OMol25 entry of this formula, charge and spin) = 0.904 eV
net charge = -1

Each line ends with the natural charge from an NBO analysis.
Cartesian coordinates (Å):
C  -1.1014  -1.6231  -0.3426  -0.2362
N  -2.0181  -1.1373  0.7074  -0.8808
C  0.1236  -0.5579  -0.5234  -0.0377
C  1.3554  -1.4134  -0.9341  -0.6408
N  -0.1924  0.4895  -1.4036  -0.7104
C  -0.4382  1.8455  -0.7830  0.1409
O  0.2935  2.1331  0.2838  -0.9471
H  -1.6349  -1.5300  -1.3393  0.1813
H  -0.8841  -2.6607  -0.1779  0.1635
H  -1.5291  -0.5279  1.3367  0.3769
H  -2.8170  -0.5848  0.4171  0.3554
H  0.2778  -0.1596  0.5744  0.1654
H  2.2283  -0.7604  -0.9452  0.2143
H  1.2210  -1.7548  -1.9871  0.1916
H  1.4283  -2.2684  -0.2684  0.2051
H  0.4417  0.5618  -2.1895  0.3462
H  -0.1581  2.5390  -1.5942  0.1013
H  -1.5203  1.7654  -0.5619  0.0973
H  -0.3652  1.8467  1.6959  0.5154
H  -0.1116  0.5056  2.3988  0.4451
O  -0.7256  1.2480  2.4667  -1.0258
H  1.7129  -0.0015  0.9738  0.4566
H  2.0943  1.3983  0.8079  0.5034
O  2.3196  0.6469  1.3877  -0.9809

Cartesian forces, eV/Å:
C -1.147 3.224 -1.443
N -0.331 -0.660 0.106
C -0.251 -2.955 2.232
C -0.773 1.074 -0.937
N 0.105 0.459 -0.767
C 0.147 -0.473 -0.104
O 0.596 0.318 0.746
H 0.517 -0.414 0.982
H 0.716 -0.476 0.238
H 0.167 0.290 0.396
H 0.292 -0.210 -0.517
H -0.477 -0.530 -2.227
H 0.305 -0.321 0.230
H -0.039 -0.027 0.644
H 0.400 -0.023 -0.017
H 0.197 -0.086 0.314
H -0.846 0.083 -0.417
H -0.112 0.741 -0.133
H -0.229 -0.887 0.230
H 0.069 0.351 0.320
O 0.130 0.400 -0.327
H 0.827 0.410 0.631
H -0.400 0.296 0.353
O 0.136 -0.583 -0.531

=====

[2]
The following is a quantum chemistry calculation of a cluster of 14 separate species, C23H60FN14O31S2 in total, from the Open Molecules 2025 dataset.

net charge = -1

Each line ends with the Löwdin charge.
Cartesian coordinates (Å):
C  7.1768  -1.1075  0.1889  -0.0843
C  6.3890  -0.1918  1.1150  -0.2252
C  5.7196  0.8617  0.3251  -0.4201
F  6.6233  1.4898  -0.4742  -0.0137
S  4.9775  2.1157  1.4332  0.4911
O  5.6474  1.9211  2.6635  -0.3062
O  5.2263  3.3423  0.7695  -0.3145
N  3.4611  1.6902  1.4255  -0.3088
S  2.5794  2.6866  2.2649  0.4326
O  1.6761  1.9681  3.0951  -0.3192
O  3.3149  3.6880  2.9456  -0.3301
C  1.6536  3.6147  1.0834  -0.2589
C  0.5760  2.9245  0.2996  -0.2170
C  -0.4346  2.2028  1.1756  -0.2263
C  -1.8195  2.1066  0.5920  -0.1843
C  -2.8461  1.7011  1.6696  -0.1689
C  -3.6100  0.4520  1.3818  -0.2532
O  -2.7682  -0.5112  0.8175  -0.1746
C  -3.2987  -1.8233  0.8586  -0.0874
H  6.6647  -1.2274  -0.7423  0.0525
H  8.1436  -0.6927  -0.0013  0.0666
H  7.3055  -2.0750  0.6282  0.0611
H  5.6648  -0.7396  1.6794  0.1193
H  7.0874  0.2729  1.7733  0.1012
H  4.9699  0.3952  -0.2856  0.1131
H  2.4130  3.9741  0.4210  0.0886
H  1.2402  4.4578  1.5958  0.0972
H  0.9545  2.2874  -0.4738  0.1082
H  0.0385  3.7064  -0.2057  0.0996
H  -0.0648  1.2323  1.4183  0.1103
H  -0.5145  2.7362  2.0958  0.0973
H  -2.1173  3.0514  0.1741  0.0995
H  -1.8100  1.3776  -0.1921  0.1007
H  -3.5180  2.5182  1.8353  0.0970
H  -2.3182  1.5396  2.5820  0.0983
H  -3.9814  0.0839  2.3206  0.1029
H  -4.4634  0.6484  0.7437  0.1249
H  -2.5623  -2.4551  1.3180  0.0765
H  -3.4787  -2.1453  -0.1444  0.0673
H  -4.2208  -1.8663  1.3957  0.0421
C  -5.6506  3.7863  4.4501  0.0441
N  -5.2138  2.3606  4.2651  -0.4309
O  -6.0403  1.5996  3.8013  0.0564
O  -4.0903  2.0139  4.5732  0.0594
H  -6.6752  3.8613  4.0945  0.0505
H  -5.5765  4.0156  5.5077  0.0979
H  -4.9853  4.4246  3.8773  0.0889
C  -5.6581  -4.6325  3.6457  0.0419
N  -5.4419  -3.1984  3.3216  -0.4425
O  -6.1093  -2.6955  2.4375  0.0522
O  -4.5821  -2.6256  3.9534  0.0765
H  -6.4429  -5.0133  3.0037  0.0919
H  -4.7025  -5.1274  3.4651  0.0515
H  -5.9371  -4.6987  4.6919  0.1002
C  -0.0051  -3.0354  -0.9483  0.0635
N  -1.0646  -3.7217  -1.7311  -0.4241
O  -2.1511  -3.8973  -1.2311  0.0615
O  -0.7684  -4.0698  -2.8646  0.0266
H  -0.3907  -2.7841  0.0314  0.0963
H  0.8274  -3.7241  -0.8779  0.0564
H  0.2664  -2.1412  -1.4966  0.0776
C  -1.5136  -7.4836  2.7143  0.0543
N  -2.4599  -6.3509  2.9117  -0.4328
O  -3.0733  -6.2886  3.9646  0.0455
O  -2.5606  -5.5565  2.0071  0.0888
H  -1.5326  -8.1020  3.6019  0.0909
H  -1.8458  -8.0318  1.8395  0.0999
H  -0.5309  -7.0553  2.5485  0.1003
C  2.1135  -7.3258  -2.1485  0.0501
N  1.8388  -6.1212  -1.3172  -0.4352
O  2.1981  -5.0464  -1.7460  0.0667
O  1.2640  -6.3012  -0.2624  0.0614
H  2.6216  -7.0074  -3.0489  0.0929
H  2.7320  -7.9921  -1.5569  0.0971
H  1.1575  -7.7853  -2.3750  0.1004
C  -0.6529  5.4700  5.9785  0.0532
N  -1.7517  5.6490  4.9890  -0.4420
O  -1.5158  6.2359  3.9500  0.0678
O  -2.8403  5.2083  5.2905  0.0448
H  0.2512  5.9154  5.5935  0.0948
H  -0.9751  5.9567  6.8950  0.0952
H  -0.5179  4.4059  6.1258  0.1051
C  -9.9865  6.4740  4.4009  0.0357
N  -9.2323  5.2552  4.8133  -0.4318
O  -8.5553  4.6902  3.9758  0.0507
O  -9.3415  4.9066  5.9687  0.0730
H  -9.7839  6.6517  3.3523  0.0972
H  -11.0362  6.2818  4.5749  0.0859
H  -9.6379  7.2909  5.0154  0.0847
C  5.6340  1.4540  -3.7139  0.0572
N  5.6354  -0.0253  -3.5269  -0.4288
O  4.7183  -0.5150  -2.9024  0.0674
O  6.5787  -0.6325  -4.0093  0.0319
H  4.7624  1.8597  -3.2172  0.1027
H  6.5475  1.8333  -3.2682  0.0994
H  5.6039  1.6529  -4.7812  0.0884
C  -13.1915  10.3234  5.1751  0.0500
N  -12.7326  8.9165  5.0014  -0.4366
O  -13.5050  8.1194  4.5148  0.0794
O  -11.6018  8.6597  5.3632  0.0505
H  -14.2075  10.3967  4.8112  0.0932
H  -13.1307  10.5543  6.2330  0.1003
H  -12.5190  10.9553  4.6053  0.1005
C  7.5680  -1.0315  -7.1051  0.0283
N  6.9188  0.1761  -7.6844  -0.4427
O  5.7238  0.3214  -7.5013  0.0468
O  7.6231  0.9390  -8.3089  0.0662
H  6.8175  -1.6072  -6.5799  0.0725
H  7.9939  -1.5971  -7.9278  0.0976
H  8.3426  -0.7001  -6.4234  0.1042
C  1.4115  -1.9354  -5.0513  0.0412
N  1.2154  -0.6689  -4.2922  -0.4382
O  1.6109  0.3697  -4.7782  0.0685
O  0.6482  -0.7872  -3.2284  0.0590
H  1.9168  -1.7105  -5.9798  0.0727
H  2.0052  -2.5988  -4.4318  0.1007
H  0.4270  -2.3563  -5.2268  0.1000
C  4.7527  -3.1036  -8.6090  0.0504
N  4.3531  -3.7069  -7.3108  -0.4370
O  5.2493  -4.1617  -6.6284  0.0557
O  3.1815  -3.6854  -7.0113  0.0672
H  5.8268  -3.2104  -8.6818  0.0872
H  4.2439  -3.6253  -9.4123  0.0998
H  4.4564  -2.0588  -8.5777  0.0971
C  7.9546  -5.8301  -4.9524  0.0455
N  9.0376  -4.8134  -5.0879  -0.4468
O  9.9833  -4.8860  -4.3346  0.0750
O  8.8959  -3.9781  -5.9591  0.0481
H  8.2149  -6.5074  -4.1501  0.0908
H  7.0320  -5.2992  -4.7407  0.0917
H  7.8863  -6.3510  -5.9012  0.0975

Cartesian forces, eV/Å:
C -0.351 0.077 0.375
C 1.000 -0.537 -0.593
C -1.137 -0.149 0.839
F 0.767 0.482 -0.806
S 0.145 -1.078 -1.522
O 0.837 -0.287 2.072
O 0.257 1.973 -1.106
N 0.281 -0.516 -0.204
S -1.264 0.089 -0.050
O -1.227 -1.160 0.692
O 1.437 1.564 0.944
C 0.213 -0.521 -0.606
C -0.677 -0.137 0.397
C -0.029 0.425 -0.617
C -0.344 -0.292 0.447
C 0.880 0.064 -0.826
C -0.264 0.047 0.118
O 0.410 -0.254 -0.105
C 0.447 0.785 -0.236
H -0.305 -0.228 -0.766
H 0.637 0.236 -0.274
H 0.163 -0.683 0.276
H -0.533 -0.204 0.450
H 0.265 0.328 0.847
H -0.650 0.113 -0.528
H 0.585 0.442 -0.442
H -0.201 0.465 0.639
H 0.442 -0.532 -0.392
H -0.294 0.560 -0.493
H 0.160 -0.773 0.339
H 0.056 0.418 0.877
H -0.063 0.589 -0.362
H -0.138 -0.396 -0.664
H -0.604 0.466 0.217
H 0.450 -0.028 0.800
H -0.507 -0.269 0.562
H -0.416 0.014 -0.469
H 0.281 -0.559 0.259
H -0.121 -0.410 -0.700
H -0.560 0.012 0.489
C 0.033 -0.246 -0.194
N 0.056 -0.374 -0.082
O -0.245 0.039 -0.098
O -0.201 0.640 0.182
H 0.328 -0.158 0.154
H 0.119 0.008 0.038
H 0.201 -0.070 0.095
C 0.026 -0.065 -0.282
N 0.008 0.131 -0.029
O -0.109 -0.147 0.097
O -0.025 0.015 0.067
H -0.037 0.048 -0.043
H -0.333 0.125 0.181
H 0.109 0.035 0.065
C -0.168 0.120 0.333
N 0.066 0.073 -0.203
O -0.021 -0.134 0.057
O 0.080 -0.063 0.023
H -0.184 -0.018 0.003
H 0.018 0.146 -0.062
H 0.082 -0.028 -0.095
C 0.006 -0.030 0.151
N -0.008 0.068 0.101
O 0.303 -0.285 -0.068
O -0.031 -0.001 -0.062
H -0.033 0.005 0.064
H 0.025 0.052 -0.090
H 0.016 0.036 -0.107
C 0.034 0.053 -0.089
N 0.024 0.012 -0.138
O 0.189 -0.238 0.017
O -0.009 -0.010 0.017
H 0.014 0.065 -0.032
H -0.041 -0.044 0.065
H -0.041 -0.035 0.057
C 0.042 0.046 -0.024
N 0.022 0.283 -0.444
O 0.130 -0.125 0.314
O -0.135 -0.100 0.206
H 0.071 0.089 -0.191
H -0.043 -0.104 0.008
H -0.082 -0.125 0.047
C 0.234 -0.272 -0.249
N 0.049 -0.007 -0.112
O -0.339 0.169 0.008
O -0.015 0.007 0.036
H 0.026 -0.022 -0.039
H -0.067 0.020 0.133
H -0.030 0.031 0.150
C -0.131 0.084 0.095
N -0.014 0.340 0.096
O 0.307 -0.178 -0.256
O -0.273 -0.120 0.045
H -0.044 -0.040 0.077
H 0.045 -0.026 0.006
H 0.070 -0.091 -0.047
C -0.115 -0.033 -0.045
N -0.013 -0.006 0.004
O 0.016 0.037 0.006
O -0.154 0.221 0.034
H -0.048 -0.043 -0.029
H 0.086 0.016 0.032
H 0.083 0.013 0.039
C -0.119 -0.183 0.067
N -0.043 -0.039 0.071
O 0.031 -0.036 -0.049
O 0.001 0.012 -0.006
H -0.030 0.023 0.086
H 0.120 0.067 -0.029
H 0.061 0.036 -0.016
C 0.128 0.100 -0.186
N -0.019 -0.302 -0.105
O -0.019 -0.052 0.070
O -0.020 0.357 0.119
H 0.037 0.080 -0.036
H -0.051 -0.036 0.077
H -0.026 -0.070 0.105
C 0.104 0.156 -0.021
N 0.257 0.064 -0.018
O -0.083 -0.143 0.147
O -0.108 -0.082 -0.035
H 0.046 0.020 -0.076
H -0.131 -0.029 0.055
H -0.042 0.023 -0.029
C 0.001 -0.006 0.085
N -0.038 -0.012 0.009
O -0.019 0.001 -0.035
O 0.006 -0.017 -0.003
H 0.091 0.024 0.059
H -0.030 0.062 -0.101
H -0.063 0.056 -0.074

=====

[3]
The following is a quantum chemistry calculation of a cluster of 2 separate species, C4H5NO in total, from the Open Molecules 2025 dataset.

relative energy (zero: lowest compared OMol25 entry of this formula, charge and spin) = 2.903 eV

Each line ends with the natural charge from an NBO analysis.
Cartesian coordinates (Å):
O  0.1013  1.8765  -1.9271  -0.5000
C  0.2666  0.8527  -1.3826  0.8810
N  0.5659  -0.1996  -0.8665  -0.5573
C  -0.1690  -1.1423  -0.0498  -0.2816
C  -1.3218  -0.5534  0.6408  -0.0516
C  -2.2667  -0.0527  1.1909  -0.1974
H  3.2021  1.4229  0.4975  -0.0018
H  2.7092  0.9379  0.2218  -0.0013
H  -0.5059  -1.9687  -0.6857  0.2331
H  0.5239  -1.5665  0.6825  0.2361
H  -3.1056  0.3932  1.6782  0.2407

Cartesian forces, eV/Å:
O 0.107 -0.649 0.369
C -0.012 0.186 -0.132
N -0.092 0.473 -0.267
C -0.094 -0.151 0.072
C -0.384 0.210 0.223
C 0.358 -0.177 -0.218
H -0.042 -0.042 -0.020
H 0.075 0.055 0.038
H 0.040 0.101 0.100
H -0.093 0.072 -0.089
H 0.137 -0.077 -0.074

=====

[4]
The following is a quantum chemistry calculation of a cluster of 2 separate species, C33H34N3 in total, from the Open Molecules 2025 dataset.

relative energy (zero: lowest compared OMol25 entry of this formula, charge and spin) = 0.493 eV
net charge = +1

Each line ends with the natural charge from an NBO analysis.
Cartesian coordinates (Å):
C  5.5626  -0.4943  1.0000  -0.2002
C  5.8240  0.4061  -0.0432  -0.1923
C  4.9485  1.4664  -0.2808  -0.1990
C  3.8059  1.6195  0.5115  -0.0806
C  2.8759  2.7795  0.2470  -0.2328
N  1.4766  2.5015  0.6443  -0.3134
C  0.8459  3.4008  1.6368  -0.2451
C  -0.3948  4.0610  1.0921  -0.0840
C  -1.5046  4.2515  1.9200  -0.1583
C  -2.6733  4.8036  1.3923  -0.2115
C  -2.7230  5.1769  0.0443  -0.1988
C  -1.6110  4.9882  -0.7842  -0.1920
C  -0.4440  4.4425  -0.2512  -0.2118
C  0.7611  1.5759  0.0074  0.2444
C  -0.5315  1.1974  0.4005  -0.3567
C  -1.4068  0.5063  -0.4096  0.0519
C  -2.7709  0.2387  -0.0497  -0.1633
C  -3.6900  -0.2523  -1.0129  -0.1211
C  -5.0158  -0.5035  -0.6801  -0.2181
C  -5.4709  -0.2653  0.6274  -0.1427
C  -4.5859  0.2331  1.5931  -0.2376
C  -3.2563  0.4825  1.2639  -0.0817
C  3.5504  0.7292  1.5563  -0.1647
C  4.4268  -0.3334  1.8028  -0.2133
H  6.2495  -1.3174  1.1921  0.2279
H  6.7105  0.2896  -0.6685  0.2297
H  5.1227  2.1906  -1.0801  0.2175
H  3.1906  3.6695  0.8093  0.2317
H  2.8885  3.0372  -0.8267  0.2229
H  0.6257  2.8424  2.5635  0.2247
H  1.6053  4.1524  1.8896  0.2368
H  -1.4412  3.9352  2.9655  0.2086
H  -3.5375  4.9445  2.0436  0.2287
H  -3.6273  5.6245  -0.3646  0.2297
H  -1.6318  5.2629  -1.8401  0.2282
H  0.4196  4.2583  -0.8955  0.2069
H  1.2300  1.1006  -0.8619  0.2337
H  -0.8719  1.5355  1.3812  0.2257
H  -1.0632  0.2136  -1.4040  0.2295
H  -3.3208  -0.4194  -2.0274  0.2189
H  -5.6991  -0.8850  -1.4406  0.2337
H  -6.5092  -0.4646  0.8916  0.2318
H  -4.9271  0.4304  2.6109  0.2292
H  -2.5784  0.8672  2.0268  0.1983
H  2.6560  0.8629  2.1691  0.1980
H  4.2116  -1.0197  2.6229  0.2250
C  0.4082  -2.1444  -4.6076  -0.2084
C  1.5018  -2.7763  -3.9963  -0.2116
C  1.3996  -3.2545  -2.6833  -0.2154
C  0.1832  -3.1070  -1.9995  -0.0128
C  -0.0274  -3.6007  -0.6055  0.4025
N  -1.0856  -3.1910  0.0205  -0.5415
C  -1.3892  -3.8259  1.3037  -0.2396
C  -0.1577  -4.2185  2.0936  -0.4250
C  0.7785  -5.0634  1.2468  -0.2068
N  0.8955  -4.4437  -0.0672  -0.6112
C  -0.9001  -2.4578  -2.6016  -0.2253
C  -0.7975  -1.9727  -3.9085  -0.2098
H  0.4927  -1.7863  -5.6323  0.2221
H  2.4408  -2.9049  -4.5381  0.2227
H  2.2607  -3.7237  -2.2019  0.2041
H  -1.9777  -3.0794  1.8456  0.1989
H  -2.0022  -4.7343  1.1532  0.1929
H  0.3753  -3.3107  2.3895  0.1963
H  -0.4400  -4.7660  2.9945  0.2221
H  1.7746  -5.1183  1.6964  0.2048
H  0.3745  -6.0842  1.1605  0.1899
H  1.6596  -4.7401  -0.6581  0.3950
H  -1.8151  -2.3429  -2.0204  0.2459
H  -1.6535  -1.4766  -4.3684  0.2155

Cartesian forces, eV/Å:
C -0.170 0.217 -0.028
C -0.155 0.033 0.226
C -0.229 -0.115 0.165
C 0.158 -0.263 0.128
C -0.114 0.122 -0.336
N -0.589 -0.558 -0.666
C 0.297 -0.163 0.369
C -0.342 0.160 -0.151
C 0.137 -0.088 -0.328
C 0.165 0.104 -0.075
C 0.113 -0.048 0.054
C 0.128 -0.003 0.310
C -0.251 -0.071 0.088
C 0.861 0.582 0.348
C -0.763 -0.287 0.115
C 0.956 0.584 0.322
C -1.252 -0.226 0.406
C 0.555 0.142 0.283
C -0.040 0.085 0.239
C 0.425 0.039 -0.278
C 0.232 0.002 -0.139
C -0.052 -0.115 -0.409
C 0.209 -0.160 -0.121
C 0.025 0.287 -0.254
H -0.169 0.193 -0.070
H -0.264 -0.013 0.220
H 0.100 -0.314 0.154
H -0.078 -0.272 -0.236
H 0.028 -0.036 0.377
H 0.050 0.165 -0.316
H -0.228 -0.238 -0.010
H -0.151 0.154 -0.297
H 0.220 -0.010 -0.270
H 0.170 -0.159 0.113
H -0.120 -0.022 0.346
H -0.270 0.168 0.138
H -0.029 0.153 0.294
H 0.120 -0.055 -0.454
H -0.132 -0.068 0.157
H -0.213 -0.027 0.259
H 0.196 0.124 0.268
H 0.275 0.050 -0.091
H 0.051 -0.098 -0.338
H -0.302 -0.160 -0.160
H 0.301 -0.130 -0.106
H 0.152 0.148 -0.264
C 0.014 -0.079 0.246
C -0.237 0.037 0.125
C -0.561 0.265 -0.274
C 0.334 0.178 0.088
C -0.953 0.332 0.995
N 0.423 -0.638 -0.502
C -0.015 0.240 -0.276
C 0.342 0.213 0.267
C -0.327 -0.042 -0.174
N 0.658 -0.325 -0.534
C 0.116 0.169 -0.529
C 0.494 -0.266 0.334
H 0.022 -0.087 0.220
H -0.324 0.088 0.106
H -0.234 0.173 -0.263
H -0.088 -0.378 0.194
H -0.001 0.440 -0.108
H -0.026 0.000 0.111
H 0.073 0.071 0.016
H -0.152 -0.060 -0.039
H 0.173 0.182 -0.041
H -0.302 -0.026 0.206
H 0.273 -0.155 -0.171
H 0.284 -0.149 0.019

=====

The following LUMO energy values (in eV) correspond, in order, to the records above: 3.770, 0.670, 0.778, -4.236.
The following F_max values (in eV Å⁻¹) correspond, in order, to the records above: 3.71, 2.32, 0.75, 1.42.